Molecular formula: C17H32FIO2
Method: DFT, wB97M-V/def2-TZVPD

Atoms and positions in Å:
C -3.538 2.483 -1.455
O -2.201 2.852 -1.717
C -1.276 1.786 -1.686
C -0.003 2.161 -2.428
C 0.947 3.206 -1.827
C 0.301 4.347 -1.046
I 2.547 2.305 -0.672
C -1.100 1.175 -0.267
C -1.975 -0.092 -0.049
C -1.222 -1.337 0.458
C -0.833 -2.328 -0.662
C -1.063 -3.807 -0.275
C 0.571 -2.055 -1.234
C 1.737 -2.473 -0.335
C 2.116 -1.510 0.754
C 2.581 -1.898 1.994
C 3.992 -1.567 2.423
C 1.703 -2.667 2.939
O -1.469 2.155 0.717
C -0.927 1.948 1.957
F 0.343 2.492 2.032
H -4.179 3.089 -2.095
H -3.802 2.668 -0.412
H -3.744 1.432 -1.673
H -1.718 0.969 -2.272
H 0.560 1.234 -2.553
H -0.300 2.483 -3.429
H 1.483 3.653 -2.660
H 1.054 4.791 -0.395
H -0.515 4.031 -0.405
H -0.035 5.141 -1.714
H -0.069 0.861 -0.084
H -2.713 0.168 0.712
H -2.539 -0.353 -0.943
H -1.915 -1.866 1.117
H -0.364 -1.063 1.075
H -1.539 -2.132 -1.474
H -1.627 -3.895 0.651
H -0.144 -4.386 -0.213
H -1.667 -4.284 -1.050
H 0.654 -2.591 -2.184
H 0.636 -0.988 -1.471
H 1.601 -3.460 0.119
H 2.630 -2.541 -0.964
H 1.970 -0.447 0.544
H 4.531 -1.120 1.597
H 4.434 -2.520 2.721
H 4.010 -0.922 3.311
H 2.233 -3.505 3.410
H 0.796 -3.023 2.454
H 1.447 -1.967 3.739
H -1.541 2.472 2.688
H -0.859 0.892 2.231

Properties
LUMO, Eh: 0.026
SMILES: CO[C@@H](C[C@@H](C)I)[C@H](CC[C@H](C)CCC=C(C)C)OCF
Frontier orbital gap, eV: 7.80
HOMO level, Ha: -0.26097
2S+1: 1

***

Molecular formula: C3H4FN3
Method: DFT, wB97M-V/def2-TZVPD

Atoms and positions in Å:
F -2.526 0.224 0.984
C -1.898 0.260 -0.312
C -0.417 0.006 -0.075
N 0.181 -0.249 1.044
C 1.523 -0.273 0.919
N 1.821 0.011 -0.418
N 0.767 0.100 -1.179
H -2.397 -0.474 -0.838
H -2.006 1.221 -0.751
H 2.224 -0.791 1.536
H 2.729 -0.035 -0.910

Properties
Energy relative to the best compared isomer or geometry (same formula, charge and spin), kJ/mol: 232.5
LUMO, Eh: 0.033
SMILES: FCc1nc[nH]n1
Frontier orbital gap, eV: 9.80
HOMO level, Ha: -0.32661
2S+1: 1

***

Molecular formula: C2H6O6RbS
Method: DFT, wB97M-V/def2-TZVPD

Atoms and positions in Å:
Rb 20.277 -4.147 18.327
C 24.346 -5.861 14.215
O 23.897 -6.358 15.450
H 23.716 -5.954 13.330
H 24.619 -4.812 14.103
H 25.194 -6.405 13.800
C 22.329 -0.307 22.850
O 21.953 -1.627 22.485
H 22.202 -0.126 23.917
H 23.367 0.003 22.731
H 21.756 0.462 22.333
S 16.606 -7.189 20.287
O 17.587 -7.350 21.328
O 15.376 -7.919 20.517
O 16.449 -5.768 19.963
O 17.257 -7.618 19.085

Properties
Energy relative to the best compared isomer or geometry (same formula, charge and spin), kJ/mol: 141.9
LUMO, Eh: 0.187
Frontier orbital gap, eV: 2.75
Net charge: -3
HOMO level, Ha: 0.08570
2S+1: 1

***

Molecular formula: C22H28N2O
Method: DFT, wB97M-V/def2-TZVPD

Atoms and positions in Å:
C 1.029 3.660 2.699
C 0.261 3.183 1.504
C 0.890 2.961 0.287
C 0.183 2.488 -0.801
C -1.181 2.225 -0.696
N -1.829 1.674 -1.810
C -3.011 0.979 -1.835
O -3.867 1.063 -0.983
C -3.144 0.060 -3.031
C -2.972 -1.430 -2.609
N -1.741 -1.819 -1.970
C -1.639 -1.457 -0.569
C -0.431 -2.125 0.077
C 0.835 -1.722 -0.673
C 2.101 -2.280 -0.008
C 2.349 -1.588 1.302
C 2.836 -0.286 1.318
C 3.026 0.385 2.511
C 2.728 -0.238 3.711
C 2.245 -1.534 3.709
C 2.056 -2.203 2.511
C 0.676 -2.190 -2.117
C -0.547 -1.513 -2.730
C -1.825 2.460 0.514
C -1.102 2.929 1.594
H 1.978 4.100 2.403
H 0.456 4.399 3.255
H 1.232 2.821 3.366
H 1.949 3.155 0.187
H 0.693 2.313 -1.740
H -1.226 1.566 -2.614
H -2.429 0.312 -3.816
H -4.154 0.158 -3.431
H -3.079 -2.035 -3.516
H -3.789 -1.682 -1.929
H -2.557 -1.783 -0.073
H -1.546 -0.372 -0.412
H -0.548 -3.210 0.037
H -0.370 -1.818 1.122
H 0.906 -0.627 -0.665
H 2.952 -2.115 -0.674
H 1.991 -3.355 0.144
H 3.072 0.204 0.383
H 3.411 1.394 2.505
H 2.875 0.284 4.646
H 2.012 -2.027 4.642
H 1.679 -3.216 2.516
H 0.542 -3.272 -2.139
H 1.559 -1.939 -2.708
H -0.701 -1.870 -3.753
H -0.343 -0.428 -2.774
H -2.879 2.259 0.603
H -1.612 3.101 2.531

Properties
Energy relative to the best compared isomer or geometry (same formula, charge and spin), kJ/mol: 0.0
LUMO, Eh: 0.026
SMILES: Cc1ccc(NC(=O)CCN2CCC(Cc3ccccc3)CC2)cc1
Frontier orbital gap, eV: 9.00
HOMO level, Ha: -0.30521
2S+1: 1

***

Molecular formula: C6H7BrNO
Method: DFT, wB97M-V/def2-TZVPD

Atoms and positions in Å:
C 1.534 0.882 1.558
N 0.450 0.567 0.594
C 0.054 1.354 -0.454
C -0.712 0.893 -1.489
C -1.364 -0.310 -1.419
C -0.923 -1.198 -0.337
O -1.244 -2.400 -0.169
C -0.006 -0.717 0.610
Br 0.812 -2.093 1.713
H 1.463 0.266 2.415
H 2.312 0.455 0.992
H 1.780 1.913 1.925
H 0.516 2.377 -0.497
H -1.093 1.614 -2.227
H -1.891 -0.793 -2.243
H -1.689 -2.811 -0.973

Properties
Energy relative to the best compared isomer or geometry (same formula, charge and spin), kJ/mol: 0.0
LUMO, Eh: -0.175
SMILES: C[n+]1cccc(O)c1Br
Frontier orbital gap, eV: 8.71
Net charge: +1
HOMO level, Ha: -0.49552
2S+1: 1

***

Molecular formula: C48H102N2O9
Method: DFT, wB97M-V/def2-TZVPD

Atoms and positions in Å:
C 4.464 -2.049 1.512
C 3.993 -1.259 0.267
N 4.985 -1.205 -0.822
C 4.284 -0.915 -2.089
C 3.660 0.492 -2.223
C 6.163 -0.357 -0.477
C 7.126 -0.184 -1.635
H 5.264 -1.527 2.036
H 4.889 -3.030 1.302
H 3.592 -2.154 2.158
H 3.068 -1.636 -0.167
H 3.717 -0.253 0.585
H 5.051 -0.982 -2.860
H 3.554 -1.672 -2.378
H 2.811 0.649 -1.557
H 4.425 1.247 -2.043
H 3.249 0.548 -3.231
H 6.725 -0.865 0.306
H 5.836 0.582 -0.031
H 7.222 -1.170 -2.090
H 8.132 0.163 -1.400
H 6.754 0.498 -2.400
C 3.140 7.108 -1.006
C 4.244 6.304 -0.252
N 3.751 5.591 0.925
C 2.980 4.433 0.634
C 3.686 3.286 -0.036
C 4.908 5.296 1.842
C 4.468 4.663 3.170
H 2.940 8.003 -0.417
H 2.201 6.626 -1.277
H 3.587 7.463 -1.936
H 4.872 5.716 -0.922
H 4.920 7.074 0.119
H 2.222 4.641 -0.121
H 2.381 4.117 1.488
H 3.014 2.479 -0.329
H 4.274 2.774 0.726
H 4.241 3.606 -0.918
H 5.653 4.626 1.413
H 5.345 6.262 2.097
H 5.260 4.506 3.902
H 3.754 5.339 3.641
H 3.984 3.687 3.141
C -2.805 -6.264 -2.705
C -2.269 -4.833 -2.738
C -2.718 -4.319 -1.358
O -2.794 -5.458 -0.489
C -2.471 -6.600 -1.221
H -2.141 -6.801 -3.382
H -3.871 -6.412 -2.878
H -2.723 -4.257 -3.544
H -1.188 -4.761 -2.859
H -3.651 -3.766 -1.465
H -1.914 -3.653 -1.044
H -2.980 -7.510 -0.903
H -1.406 -6.816 -1.143
C 0.700 2.074 4.245
C 1.014 0.635 4.562
C 2.487 0.772 4.930
O 2.556 1.980 5.692
C 1.488 2.885 5.302
H -0.352 2.357 4.245
H 1.117 2.394 3.290
H 0.831 0.008 3.689
H 0.480 0.216 5.415
H 3.114 0.871 4.044
H 2.837 -0.054 5.549
H 1.815 3.864 4.951
H 0.890 2.957 6.210
C 0.507 -0.911 -4.609
C 0.135 -2.385 -4.669
C 0.347 -2.791 -6.101
O 1.398 -1.900 -6.534
C 1.620 -0.822 -5.607
H 0.747 -0.541 -3.612
H -0.319 -0.382 -5.085
H -0.886 -2.560 -4.333
H 0.736 -2.898 -3.917
H -0.536 -2.509 -6.675
H 0.572 -3.852 -6.207
H 1.645 0.137 -6.124
H 2.598 -0.919 -5.136
C -5.029 -0.401 -0.197
C -4.312 0.796 -0.670
C -5.361 1.710 -1.237
O -6.447 0.857 -1.477
C -6.152 -0.504 -1.279
H -5.304 -0.128 0.822
H -4.375 -1.272 -0.238
H -3.522 0.474 -1.349
H -3.870 1.183 0.248
H -4.971 2.194 -2.132
H -5.652 2.433 -0.475
H -5.876 -0.955 -2.232
H -7.058 -0.997 -0.925
C -4.590 0.017 4.505
C -3.934 -0.971 5.453
C -2.474 -0.618 5.565
O -2.340 0.292 4.439
C -3.444 0.303 3.572
H -4.916 0.834 5.149
H -5.453 -0.403 3.990
H -3.997 -1.991 5.074
H -4.382 -0.930 6.446
H -1.891 -1.532 5.454
H -2.202 -0.062 6.462
H -3.308 -0.399 2.749
H -3.483 1.307 3.148
C 0.682 -0.954 0.919
C 0.534 -0.416 -0.466
C -0.925 -0.667 -0.822
O -1.624 -0.847 0.420
C -0.715 -0.674 1.536
H 1.470 -0.457 1.485
H 0.897 -2.021 0.862
H 1.267 -0.819 -1.165
H 0.697 0.661 -0.482
H -0.989 -1.636 -1.318
H -1.349 0.097 -1.474
H -1.027 -1.348 2.334
H -0.636 0.350 1.901
C -0.876 3.394 -0.494
C -1.113 3.916 0.936
C -2.627 4.058 1.046
O -3.083 4.047 -0.322
C -1.993 4.087 -1.191
H -1.072 2.322 -0.538
H 0.070 3.530 -1.018
H -0.705 4.921 1.046
H -0.708 3.238 1.687
H -2.941 4.990 1.516
H -3.077 3.162 1.472
H -1.822 5.129 -1.459
H -2.253 3.579 -2.120
C -3.536 -0.032 -4.591
C -4.358 -0.181 -5.831
C -3.891 -1.511 -6.348
O -3.216 -2.203 -5.274
C -3.464 -1.456 -4.073
H -3.820 0.735 -3.870
H -2.498 0.261 -4.751
H -4.170 0.634 -6.530
H -5.432 -0.196 -5.642
H -3.226 -1.376 -7.201
H -4.729 -2.130 -6.669
H -2.647 -1.668 -3.383
H -4.403 -1.720 -3.587
C -0.164 -4.200 4.608
C -1.035 -4.970 3.641
C -0.609 -4.450 2.297
O 0.737 -4.012 2.445
C 1.148 -4.111 3.804
H -0.022 -4.743 5.542
H -0.610 -3.235 4.849
H -2.093 -4.780 3.823
H -0.805 -6.034 3.702
H -1.134 -3.605 1.853
H -0.661 -5.296 1.611
H 1.782 -3.264 4.066
H 1.716 -5.035 3.915

Properties
Energy relative to the best compared isomer or geometry (same formula, charge and spin), kJ/mol: 74.6
LUMO, Eh: 0.020
SMILES: CCN(CC)CC.CCN(CC)CC.C1CCOC1.C1CCOC1.C1CCOC1.C1CCOC1.C1CCOC1.C1CCOC1.C1CCOC1.C1CCOC1.C1CCOC1
Frontier orbital gap, eV: 8.87
HOMO level, Ha: -0.30567
2S+1: 1

***

Molecular formula: C6H7N
Method: DFT, wB97M-V/def2-TZVPD

Atoms and positions in Å:
N -0.654 3.016 -0.879
C -0.427 2.046 -0.291
C -0.146 0.794 0.420
C 1.239 0.191 0.038
C 0.930 -1.265 -0.194
C -0.372 -1.530 -0.152
C -1.209 -0.306 0.114
H -0.158 1.021 1.491
H 1.650 0.662 -0.864
H 1.972 0.346 0.837
H 1.709 -1.993 -0.402
H -0.818 -2.506 -0.319
H -1.822 -0.041 -0.756
H -1.896 -0.436 0.958

Properties
Energy relative to the best compared isomer or geometry (same formula, charge and spin), kJ/mol: 81.7
LUMO, Eh: 0.033
SMILES: N#CC1CC=CC1
Frontier orbital gap, eV: 10.65
HOMO level, Ha: -0.35877
2S+1: 1

***

Molecular formula: C14H22Br21FNO2P2S
Method: DFT, wB97M-V/def2-TZVPD

Atoms and positions in Å:
C 1.257 -4.456 1.066
C -0.120 -3.753 1.169
C -0.211 -2.548 0.228
F -1.240 -1.749 0.695
C -0.378 -3.004 -1.232
C -1.774 -3.636 -1.606
O -1.747 -4.454 -2.554
O -2.807 -3.326 -0.983
N 0.018 -1.989 -2.254
P 1.702 -1.926 -2.491
S 2.324 -3.383 -3.629
P -0.689 -0.392 -2.115
C -2.504 -0.486 -1.898
C 0.088 0.678 -0.825
H 1.189 -5.386 0.497
H 1.980 -3.824 0.533
H 1.675 -4.672 2.050
H -0.927 -4.457 0.993
H -0.204 -3.381 2.195
H 0.750 -2.027 0.341
H 0.321 -3.844 -1.349
H 2.379 -1.875 -1.250
H 1.915 -0.706 -3.167
H -2.861 -0.805 -0.918
H -2.866 -1.182 -2.660
H -2.895 0.492 -2.189
H 1.024 1.132 -1.161
H 0.264 0.224 0.158
H -0.614 1.510 -0.654
C -0.185 4.074 1.403
Br 1.168 4.948 0.344
Br -1.687 3.513 0.329
Br 0.530 2.602 2.414
H -0.557 4.800 2.112
C -3.420 1.731 3.463
Br -5.187 1.402 4.169
Br -2.238 2.446 4.816
Br -2.688 0.175 2.602
H -3.520 2.494 2.703
C -6.484 0.171 -3.161
Br -6.391 1.142 -4.828
Br -5.547 -1.506 -3.256
Br -5.888 1.253 -1.677
H -7.525 -0.053 -2.985
C -2.173 -7.859 0.432
Br -0.963 -7.657 1.932
Br -2.212 -6.296 -0.704
Br -1.776 -9.472 -0.566
H -3.161 -7.991 0.850
C 4.413 6.011 -2.368
Br 3.341 5.575 -3.909
Br 3.652 7.468 -1.356
Br 4.736 4.463 -1.264
H 5.373 6.348 -2.732
C 8.835 5.327 -3.533
Br 7.734 4.905 -5.058
Br 8.098 6.795 -2.521
Br 9.141 3.784 -2.422
H 9.795 5.649 -3.908
C -0.176 3.382 8.348
Br 0.157 4.384 6.736
Br 0.600 1.621 8.261
Br 0.405 4.343 9.917
H -1.246 3.255 8.429

Properties
LUMO, Eh: 0.031
Frontier orbital gap, eV: 5.75
Net charge: -1
HOMO level, Ha: -0.18026
2S+1: 1

***

Molecular formula: C5H5O15Zn
Method: DFT, wB97M-V/def2-TZVPD

Atoms and positions in Å:
Zn -0.154 -0.458 0.248
O -1.354 2.221 -2.421
C -0.520 1.133 -2.578
O 0.288 1.095 -3.460
O -0.554 0.277 -1.647
H -1.922 2.029 -1.672
O 2.458 -0.489 -2.703
C 2.559 -1.171 -1.548
O 3.561 -1.844 -1.348
O 1.723 -1.059 -0.671
H 1.590 -0.079 -2.734
O 3.213 0.783 1.594
C 2.057 1.518 1.544
O 1.037 0.848 1.279
O 2.006 2.750 1.815
H 2.807 -0.059 1.375
O -3.250 1.856 2.127
C -2.770 1.267 1.097
O -2.968 1.845 0.012
O -1.929 0.330 1.142
H -3.747 2.553 1.693
O -0.924 -3.897 1.920
C -0.665 -2.727 1.358
O -0.264 -1.797 2.120
O -0.843 -2.486 0.144
H -1.434 -4.439 1.314

Properties
Energy relative to the best compared isomer or geometry (same formula, charge and spin), kJ/mol: 147.3
LUMO, Eh: 0.252
Frontier orbital gap, eV: 5.79
Net charge: -3
HOMO level, Ha: 0.03973
2S+1: 1

***

Molecular formula: C6H24N4O8
Method: DFT, wB97M-V/def2-TZVPD

Atoms and positions in Å:
N 0.436 -1.014 -3.096
C -0.476 -1.134 -4.081
N -0.634 -0.220 -4.917
O -1.097 -2.120 -4.234
H 0.564 -1.860 -2.560
H 0.974 -0.160 -3.129
H -1.165 -0.479 -5.736
H -0.038 0.595 -4.925
N -2.275 0.757 2.324
C -1.638 0.443 3.436
N -2.606 0.188 4.231
O -0.452 0.236 3.602
H -1.724 0.877 1.485
H -3.217 1.119 2.358
H -3.511 0.566 3.990
H -2.450 -0.141 5.173
O 4.175 -2.097 4.482
C 3.314 -1.504 3.597
C 2.355 -2.547 2.902
O 3.076 -3.383 2.017
H 4.052 -1.661 5.329
H 2.757 -0.642 3.965
H 4.063 -1.100 2.915
H 1.490 -2.064 2.448
H 1.899 -3.208 3.639
H 3.501 -4.038 2.576
O -1.798 5.179 -2.544
C -1.370 4.167 -1.671
C -0.913 2.969 -2.552
O -1.997 2.354 -3.292
H -2.705 4.954 -2.765
H -0.543 4.491 -1.038
H -2.197 3.926 -1.002
H -0.438 2.201 -1.942
H -0.103 3.351 -3.174
H -1.604 1.966 -4.077
O 0.706 -3.251 -1.254
H 0.130 -3.602 -1.933
H 0.415 -3.678 -0.448
O 0.068 0.119 -0.096
H 0.733 0.125 0.593
H 0.244 -0.680 -0.593

Properties
Energy relative to the best compared isomer or geometry (same formula, charge and spin), kJ/mol: 295.9
LUMO, Eh: 0.018
SMILES: NC(N)=O.NC(N)=O.OCCO.OCCO.O.O
Frontier orbital gap, eV: 10.21
HOMO level, Ha: -0.35730
2S+1: 1

***

Molecular formula: C5H8N2
Method: DFT, wB97M-V/def2-TZVPD

Atoms and positions in Å:
C -1.753 0.551 0.400
C 0.056 0.528 -1.431
C -0.426 0.121 -0.053
N 1.271 -1.669 0.054
C 0.282 -0.930 0.644
C 0.190 1.020 1.184
N 0.764 1.829 1.796
H 1.883 -2.206 0.648
H 1.680 -1.358 -0.813
H -2.291 -0.028 1.135
H -2.032 1.574 0.209
H -0.140 -1.335 1.558
H 1.132 0.704 -1.466
H -0.420 1.461 -1.725
H -0.197 -0.262 -2.141

Properties
Energy relative to the best compared isomer or geometry (same formula, charge and spin), kJ/mol: 480.4
LUMO (alpha / beta), Eh: 0.009 / 0.022
Frontier orbital gap (alpha / beta), eV: 6.57 / 7.79
HOMO level (alpha / beta), Ha: -0.23183 / -0.26431
2S+1: 1